No. 1
Molecular formula: C44H74N3O12P3S3
Method: DFT, wB97M-V/def2-TZVPD

Structure (XYZ):
```
139
Properties=species:S:1:pos:R:3:forces:R:3
C 1.54097 -0.30427 5.65451 -0.96 -0.12 1.07
C 0.68457 -1.18354 5.71899 0.04 0.13 -1.09
C -0.40288 -2.27617 5.47580 0.82 -0.18 -0.04
C -1.01476 -2.24560 3.97434 0.54 0.89 1.03
C -1.04428 -0.73234 3.49627 0.54 -0.03 -1.87
C -1.95097 -0.44630 2.23596 -1.39 0.54 -1.34
C -2.95464 0.67051 2.32592 0.30 -2.01 -3.24
C -3.79612 0.98963 1.10814 2.52 -1.19 0.60
P -5.00204 2.44616 1.29493 0.09 0.80 0.02
O -4.53049 3.50958 0.03215 0.63 -1.20 1.47
O -4.50229 3.30917 2.71869 1.10 -1.04 -2.59
C -3.66887 0.20207 -0.19675 1.42 -0.07 0.70
C -4.60413 0.56885 -1.43862 -0.40 -1.33 0.77
C -6.04399 -0.09640 -1.09396 0.19 0.38 -0.15
C -7.26407 0.63425 -1.80076 -0.25 0.12 1.15
C -7.41636 2.16670 -1.34203 -0.82 -1.22 -0.32
O -8.77671 2.57425 -1.70087 0.51 0.14 0.79
C -2.66879 -0.90667 -0.29760 -0.38 1.93 3.22
C -1.83447 -1.19626 0.95231 -1.30 1.37 -0.83
S -0.60663 -2.55919 0.70161 -0.12 1.35 -0.90
C 0.05965 -2.05310 -0.94997 -0.75 0.94 -1.81
C -1.02318 -1.62445 -1.93283 3.62 0.12 -0.75
C -0.56855 -1.15205 -3.28266 1.69 -0.66 2.07
C 0.90405 -1.11266 -3.58625 -0.21 -1.00 1.15
C 1.44974 -0.56946 -4.98920 0.48 0.81 1.73
C 2.57754 0.53578 -4.64655 0.32 0.33 0.29
C 2.11374 1.55557 -3.52537 -0.51 -0.36 0.98
S 3.24613 3.04197 -3.37340 -0.06 0.37 0.06
C 3.96212 3.04449 -1.67406 1.14 -1.01 1.71
S 5.17149 1.93202 -1.32799 -1.36 0.85 -0.55
N 3.58758 3.94826 -0.61421 -1.86 -0.98 -2.42
C 3.11511 3.25024 0.60988 1.07 -1.04 2.43
C 4.26821 3.22903 1.74268 -0.20 0.50 -0.19
C 2.66888 5.03134 -1.06258 -0.59 0.83 0.19
C 1.14648 4.60430 -1.24784 0.36 0.03 0.35
C 1.97106 -1.57025 -2.61011 -3.86 -0.11 0.80
C 1.52342 -2.04438 -1.25229 -1.46 0.62 -1.76
N 2.44739 -2.48252 -0.19802 0.70 1.68 -1.30
C 2.51460 -1.50443 0.93473 -1.48 0.27 0.84
C 3.76769 -2.80649 -0.74966 1.26 -2.50 -0.93
C 4.91503 -1.76108 -1.05051 -1.24 1.33 0.55
O 3.98076 -3.98395 -1.03722 -0.50 2.22 0.44
N -2.45292 -1.68532 -1.54141 1.34 0.38 1.15
H 2.17106 0.60534 5.85399 -0.92 -1.72 -0.52
H 0.11527 -3.28740 5.58624 -0.75 1.33 0.14
H -1.20971 -2.20380 6.26423 0.95 0.06 -0.89
H -0.30584 -2.90273 3.37179 -1.19 1.11 0.43
H -2.06725 -2.64904 3.93995 1.21 0.17 0.24
H 0.02263 -0.47141 3.17649 -1.35 -0.24 0.52
H -1.32591 0.01629 4.29026 0.19 -1.09 -0.61
H -3.04550 1.24207 3.29055 -0.02 -0.63 -1.27
H -3.55553 3.50452 -0.07665 -0.63 0.00 -0.08
H -3.59942 3.63667 2.49847 -0.61 -0.08 0.60
H -4.25920 0.07335 -2.39212 0.04 0.63 1.17
H -4.68378 1.67884 -1.61218 0.09 -1.22 0.41
H -6.12700 -0.06743 0.04503 -0.33 0.04 -1.50
H -6.05451 -1.20011 -1.38603 0.23 1.44 0.36
H -7.26887 0.51953 -2.92561 0.24 0.27 1.21
H -8.21914 0.12977 -1.42992 1.18 0.60 -0.53
H -6.68459 2.85264 -1.86402 -0.81 -0.72 0.81
H -7.36502 2.20983 -0.21361 0.54 0.06 -1.32
H -9.27809 2.63860 -0.86366 0.40 -0.04 -0.84
H -1.33732 -0.81135 -4.04491 1.18 -0.49 1.08
H 0.62954 -0.05298 -5.57373 0.87 -0.92 0.57
H 1.96649 -1.39902 -5.55055 -0.85 0.87 0.38
H 2.86397 1.13633 -5.56689 -0.41 -0.84 0.97
H 3.53623 0.04793 -4.26568 -1.23 0.58 -0.64
H 1.05824 1.94663 -3.70313 1.36 -0.39 0.04
H 2.09398 1.10203 -2.48145 0.05 0.31 -1.44
H 2.84954 2.15455 0.42604 0.17 1.53 -0.12
H 2.22609 3.74374 1.11093 0.99 -0.26 -1.15
H 3.83405 3.25320 2.79308 0.36 -0.12 -1.31
H 4.92442 2.31833 1.64150 -0.64 1.11 0.02
H 4.89024 4.17522 1.61370 -0.67 -1.31 0.19
H 2.69595 5.85406 -0.27027 0.06 -1.08 -0.97
H 3.09098 5.49287 -2.00238 -0.51 -0.65 0.99
H 0.68941 4.49102 -0.21643 0.31 0.23 -1.29
H 0.62469 5.43573 -1.81347 0.44 -1.11 0.66
H 1.02699 3.60611 -1.78003 0.21 1.42 0.52
H 3.05083 -1.51298 -2.90803 -1.37 -0.18 0.42
H 2.05472 -2.00991 1.84854 0.86 0.71 -1.04
H 3.55058 -1.13684 1.18238 -1.07 -0.42 -0.50
H 1.80028 -0.64850 0.68550 1.25 -0.80 0.47
H 5.49125 -1.47429 -0.10801 -0.62 -0.62 -1.29
H 5.59706 -2.09116 -1.89015 -0.89 0.07 1.23
H 4.38992 -0.79495 -1.36767 0.88 -1.11 0.38
H -2.63686 -2.67873 -1.30253 0.06 0.68 -0.16
C 6.74880 -5.56651 -4.20974 -0.12 -0.12 -0.05
C 7.20478 -4.13759 -3.98605 -0.06 -0.23 0.35
O 8.04507 -3.69274 -5.04496 -0.89 -0.17 -0.12
P 7.33000 -3.25652 -6.47085 8.64 1.82 2.05
O 6.76876 -1.92511 -5.99214 -3.56 -2.16 -1.51
O 8.63117 -2.58041 -7.24295 -0.77 -0.43 -0.63
C 8.50256 -1.33432 -7.92378 0.24 0.43 0.13
C 9.16171 -0.23820 -7.10974 0.08 0.07 0.17
O 7.77947 -4.75277 -7.12527 -3.74 0.62 0.09
C 9.08919 -5.08956 -7.58028 0.76 -0.28 -0.73
C 10.13922 -5.14638 -6.49044 -0.06 0.39 0.33
H 6.10234 -5.63716 -5.08956 -0.02 -0.03 0.05
H 6.19193 -5.93502 -3.34506 0.01 0.07 -0.05
H 7.60326 -6.22344 -4.38666 -0.03 0.07 0.05
H 6.34493 -3.46822 -3.87861 0.06 0.02 0.02
H 7.78809 -4.07926 -3.06449 0.06 0.11 -0.12
H 7.45667 -1.10195 -8.13534 0.08 0.00 0.15
H 9.01142 -1.43055 -8.88679 0.02 -0.15 0.04
H 8.75107 -0.18901 -6.09881 -0.15 -0.02 -0.15
H 9.03214 0.73542 -7.58723 0.03 -0.04 -0.01
H 10.23106 -0.43677 -7.00235 -0.05 0.01 -0.11
H 9.39414 -4.43771 -8.40044 -0.06 0.10 0.20
H 8.99976 -6.08960 -8.01542 -0.38 0.04 0.12
H 10.36701 -4.15362 -6.09976 -0.05 -0.06 -0.03
H 11.06752 -5.56859 -6.88292 -0.13 -0.05 -0.14
H 9.80222 -5.76100 -5.65375 0.02 -0.02 -0.10
C -7.95753 3.60454 4.28001 -0.18 -0.03 -0.05
C -6.81848 2.63563 4.53535 0.06 0.36 -0.17
O -6.84018 2.16384 5.88033 -0.72 -0.28 -0.55
P -7.94242 0.99795 6.27760 6.99 2.40 5.22
O -7.23236 -0.16287 5.59650 -4.03 -0.04 -1.78
O -7.40385 0.60737 7.79639 -1.04 -0.16 -0.15
C -7.27546 -0.75619 8.19066 0.42 -0.21 0.10
C -5.81016 -1.14530 8.21001 0.21 0.02 -0.04
O -8.91576 2.19275 6.98234 -1.64 -1.85 -2.84
C -8.69027 2.78717 8.25928 -0.23 0.23 1.02
C -7.43317 3.62695 8.34970 0.40 -0.23 -0.23
H -8.92541 3.09935 4.35577 -0.01 0.05 -0.05
H -7.87693 4.04254 3.28200 0.03 -0.05 0.04
H -7.95725 4.40789 5.01997 0.05 -0.04 -0.07
H -6.86020 1.79273 3.83715 0.07 -0.01 0.04
H -5.86753 3.14242 4.38525 -0.09 -0.16 0.21
H -7.85604 -1.41510 7.54156 0.14 0.08 -0.04
H -7.69147 -0.84912 9.19760 -0.04 0.14 -0.02
H -5.33426 -0.95841 7.24464 -0.20 -0.09 -0.02
H -5.68909 -2.20142 8.46077 -0.01 0.04 0.03
H -5.26839 -0.54562 8.94586 -0.09 -0.07 0.04
H -8.73086 2.03564 9.04934 0.16 -0.03 -0.17
H -9.54826 3.44405 8.43212 -0.10 -0.13 -0.36
H -6.53423 3.01013 8.31061 -0.08 0.02 -0.02
H -7.41528 4.17865 9.29281 -0.19 -0.05 -0.01
H -7.37941 4.34120 7.52607 -0.06 -0.01 0.08
```
Forces are in eV/Å.

SMILES string ... C#CCCCc1cc(P(O)O)c(CCCCO)c2c1Sc1c(cc(CCCSC(=S)N(CC)CC)cc1N(C)C(C)=O)N2.CCOP(=O)(OCC)OCC.CCOP(=O)(OCC)OCC
2S+1 ... 1
Gap between HOMO and LUMO ... 6.78 eV
E_LUMO ... -1.5370 eV
HOMO energy ... -8.32 eV
Maximum force ... 9.1 eV/Å
Net charge ... 0

***

No. 2
Molecular formula: H25O12
Method: DFT, wB97M-V/def2-TZVPD

Structure (XYZ):
```
37
Properties=species:S:1:pos:R:3:forces:R:3
O 0.02941 3.45601 0.24836 0.62 -0.05 0.15
H 0.16475 4.34648 0.58747 -0.24 0.13 -0.05
H 0.93522 3.07281 0.28469 -0.62 -0.22 -0.22
O 3.57570 -0.38879 -0.85629 -0.34 0.00 -0.57
H 4.52782 -0.41668 -0.98743 0.12 -0.20 0.28
H 3.27519 0.15376 -1.63976 0.06 0.01 0.32
O -2.44711 -1.49101 -1.18109 -0.29 0.68 -0.11
H -3.58154 -0.50556 -0.25780 0.23 0.52 0.46
O -1.11999 -3.78274 0.09769 -0.05 0.23 -0.15
H -0.26460 -3.33954 -0.00744 -0.05 0.11 -0.01
H -1.05066 -4.57560 -0.44142 -0.01 -0.18 0.06
O 0.32406 0.10239 1.45063 -0.65 -1.73 1.05
H -0.26563 -0.25433 2.16201 0.47 0.64 -0.04
H 0.69761 -0.76691 1.15325 0.09 0.72 -0.35
O 0.04630 1.41953 -2.75541 -0.30 0.28 0.23
H -0.05369 0.95499 -1.92287 -0.12 -0.37 0.37
H -0.23554 2.31084 -2.50000 0.09 0.03 -0.26
O -1.84398 1.28703 0.66577 0.26 0.03 0.28
H -1.63203 2.23458 0.70009 -0.07 0.04 -0.01
H -0.99967 0.83153 0.94538 0.04 0.17 -0.45
O 1.45908 -2.07994 0.24035 1.53 -0.17 -0.42
H 2.09059 -2.78697 0.45498 -0.65 -0.34 0.49
H 2.15469 -1.53064 -0.20073 -0.63 0.37 -0.25
O -3.61969 -0.30312 0.73020 -0.37 -0.78 -0.27
H -2.89197 0.47417 0.96445 0.17 0.55 -0.88
H -3.17977 -1.12346 1.00256 -0.08 -0.09 0.74
O 2.74857 1.32049 -2.76504 -0.04 -0.83 0.00
H 1.76533 1.29538 -2.72853 0.43 0.58 -0.31
H 3.05144 2.22569 -2.70868 -0.14 0.24 0.09
O -1.73137 -0.60959 3.12450 -0.61 -0.53 0.98
H -2.00995 -0.15538 3.93970 0.19 0.35 -0.48
H -1.82564 -1.52717 3.42626 0.22 -0.05 -0.37
O 2.15855 1.64093 0.38507 0.45 -0.90 1.04
H 1.95647 1.44272 1.31829 -0.38 0.70 -0.25
H 2.57316 0.76585 0.22037 0.30 0.78 -0.89
H -2.33069 -1.25171 -2.11156 0.00 -0.55 0.19
H -2.45039 -2.44604 -1.03800 0.39 -0.19 -0.38
```
Forces are in eV/Å.

2S+1 ... 1
Relative energy (zero: lowest compared OMol25 entry of this formula, charge and spin) ... 0.0 kcal per mole
Gap between HOMO and LUMO ... 10.96 eV
E_LUMO ... -2.8544 eV
HOMO energy ... -13.81 eV
Maximum force ... 2.1 eV/Å
Net charge ... +1

***

Which value of 2S+1 does entry 2 give? 1

***

The lowest E_LUMO belongs to which entry? H25O12